[1]
This record from OMol25 describes 7 unconnected molecules or ions with the total composition C18H44FN5O9P at a distorted geometry. The level of theory is wB97M-V/def2-TZVPD.

Multiplicity: 1
E_tot in eV: -57267.7892
Total charge: -1
LUMO level in eV: 1.84

Each line ends with the Löwdin charge.
Geometry (Å):
H  -0.64  0.36  -7.88  0.075
O  2.44  5.85  3.03  0.032
H  -3.06  -4.31  5.79  0.080
H  1.62  -1.56  8.27  0.090
O  0.28  -2.03  6.86  -0.228
H  -0.75  -0.48  -6.37  0.082
H  5.98  1.02  2.17  0.074
C  -0.15  0.25  -6.91  -0.044
C  1.62  -2.03  7.29  -0.108
O  -2.05  -2.51  6.18  -0.225
H  -5.53  1.84  -3.54  0.078
H  0.34  2.75  3.91  0.092
C  -0.12  -2.82  3.92  -0.108
H  5.00  1.52  -2.43  0.078
N  1.10  4.11  2.53  -0.014
C  -3.25  -3.25  5.93  -0.105
H  -0.36  -3.25  -2.50  0.137
O  -0.21  -3.72  5.01  -0.220
H  1.99  4.46  0.31  0.081
H  5.71  -0.13  -2.53  0.085
H  -4.15  2.71  0.67  0.091
H  6.04  -0.71  2.15  0.078
C  -4.92  1.94  0.66  -0.017
H  0.91  5.94  0.37  0.083
H  -2.53  -3.64  -2.24  0.074
O  -6.79  2.07  -0.74  0.060
P  -0.67  -3.29  6.50  0.447
H  1.90  -3.80  -2.46  0.084
H  0.86  -2.54  3.52  0.089
H  -0.56  -3.30  3.05  0.088
C  5.56  0.15  1.67  -0.009
C  4.90  0.48  -2.12  -0.057
H  1.09  4.19  -5.15  0.074
O  -0.76  -4.32  7.57  -0.242
H  -3.15  -4.27  -3.79  0.079
H  0.69  4.45  4.56  0.091
C  -5.63  1.81  -0.60  -0.630
H  -0.51  3.80  -4.62  0.070
H  4.51  0.18  1.95  0.063
N  4.75  0.30  -0.67  0.009
N  -0.24  1.56  -6.22  0.011
H  -0.24  4.77  -6.13  0.073
H  -3.92  -2.99  5.10  0.090
C  1.28  -4.56  -2.93  -0.084
O  0.91  3.01  -7.54  0.006
H  2.07  -3.02  7.40  0.089
C  -5.34  0.95  -2.93  -0.077
H  -3.08  -5.36  -2.47  0.081
H  -4.34  1.05  0.87  0.091
H  0.73  3.53  1.80  0.150
C  -2.56  -4.51  -2.90  -0.009
O  -0.97  -6.19  -3.52  -0.020
C  -1.14  -5.01  -3.12  -0.515
H  2.64  6.10  0.48  0.078
C  0.93  3.67  3.84  -0.103
H  -3.92  1.24  -1.41  0.136
C  1.80  5.45  0.73  -0.001
C  1.80  5.19  2.23  -0.574
H  2.24  -1.48  6.58  0.088
H  3.84  0.58  -0.34  0.136
N  -4.91  1.27  -1.59  0.008
H  -3.88  -3.32  6.82  0.085
C  0.29  2.74  -6.51  -0.564
H  -0.53  1.48  -5.26  0.131
H  -0.72  -1.92  4.06  0.088
H  1.91  3.33  4.20  0.083
H  3.87  0.29  -2.41  0.085
H  -4.58  0.35  -3.42  0.082
H  1.57  -4.50  -3.98  0.081
C  5.79  0.32  0.17  -0.593
O  6.94  0.29  -0.19  0.045
F  -0.34  0.69  -1.24  -0.970
H  -5.57  2.19  1.50  0.087
H  0.89  0.01  -7.13  0.082
C  0.10  3.93  -5.51  -0.001
N  -0.10  -4.17  -2.83  0.001
H  -6.27  0.38  -2.98  0.079
H  1.52  -5.55  -2.55  0.086

[2]
This record from OMol25 describes 3 unconnected molecules or ions with the total composition C18H44IN3OS at a distorted geometry. The level of theory is wB97M-V/def2-TZVPD.

Multiplicity: 1
E_tot in eV: -44831.4827
SMILES: CC[C@@H](I)COCCNS.CCN(CC)CC.CCN(CC)CC
LUMO level in eV: 0.50

Each line ends with the natural charge from an NBO analysis.
Geometry (Å):
H  0.43  -3.09  -1.04  0.188
H  -2.24  5.84  -0.40  0.212
N  2.10  -3.40  -2.24  -0.454
H  -4.70  -2.30  5.05  0.213
C  1.50  -3.30  -0.92  -0.216
H  -5.50  -0.19  4.39  0.213
H  -1.79  -3.42  3.01  0.195
C  -3.93  -1.53  5.00  -0.446
H  2.14  3.65  -1.61  0.198
H  1.28  5.18  -1.73  0.160
H  1.87  -0.44  -2.11  0.203
H  -0.69  6.14  -1.17  0.205
H  -1.94  3.35  -0.84  0.196
C  -1.51  -1.80  1.19  -0.085
C  -1.07  -0.33  0.84  -0.251
H  -0.65  -2.34  1.62  0.197
H  4.90  -5.28  -1.67  0.211
C  1.32  4.23  -1.18  -0.215
H  1.75  -2.51  1.07  0.209
C  1.68  4.53  0.27  -0.614
H  -0.94  4.05  0.39  0.189
H  -1.28  4.42  -3.78  0.200
C  3.52  -3.74  -2.27  -0.212
H  -0.96  2.26  -2.67  0.190
H  1.53  -4.29  -0.46  0.191
H  -1.73  -1.43  4.66  0.218
C  -4.42  -0.29  4.20  -0.626
C  -1.10  4.04  -0.69  -0.217
C  2.34  -0.95  -2.95  -0.637
H  -1.80  -2.25  0.23  0.178
S  0.33  -0.21  3.11  0.134
H  -3.99  0.66  4.56  0.206
C  -2.58  -2.10  4.52  -0.251
H  0.32  1.03  1.27  0.372
H  -4.31  -0.38  3.11  0.227
H  -0.21  3.45  -4.76  0.212
C  -1.53  5.44  -1.12  -0.638
H  2.17  -0.34  -3.83  0.208
H  -3.55  -3.30  3.01  0.184
H  -3.77  -1.19  6.04  0.214
H  3.42  -0.99  -2.78  0.206
H  0.65  -2.26  -3.21  0.189
H  0.76  2.32  -2.92  0.191
H  -1.14  -0.18  -0.25  0.206
H  3.25  -5.86  -1.89  0.211
H  2.03  -2.68  -4.18  0.188
H  2.66  5.01  0.31  0.216
C  1.74  -2.35  -3.18  -0.204
H  3.68  -4.93  -0.45  0.202
C  -0.30  3.96  -3.80  -0.635
I  -2.14  -3.81  5.83  0.028
O  -2.62  -1.71  2.07  -0.551
C  2.10  -2.29  0.06  -0.641
H  -0.90  0.23  3.55  0.076
H  1.74  3.61  0.86  0.207
C  -2.62  -2.70  3.08  -0.112
H  -1.80  0.35  1.32  0.187
N  0.09  3.47  -1.32  -0.458
C  -0.11  2.95  -2.67  -0.207
H  0.46  4.75  -3.78  0.205
H  0.97  5.21  0.74  0.202
H  4.14  -2.93  -1.87  0.158
C  3.85  -5.02  -1.52  -0.615
H  -2.03  5.44  -2.09  0.204
N  0.26  0.02  1.40  -0.725
H  3.19  -2.33  0.08  0.203
H  3.82  -3.88  -3.31  0.195
H  1.80  -1.27  -0.17  0.218

[3]
This record from OMol25 describes a molecular structure, C18H45AsF6KN3O4 at a distorted geometry. The level of theory is wB97M-V/def2-TZVPD.

Multiplicity: 1
E_tot in eV: -125528.1922
LUMO level in eV: -0.34

Each line ends with the Löwdin charge.
Geometry (Å):
F  8.37  -30.66  -23.38  -0.261
C  9.27  -33.73  -19.80  -0.513
H  7.81  -34.63  -18.39  0.077
F  5.50  -29.12  -24.63  -0.263
C  2.43  -32.37  -23.09  -0.227
H  11.54  -35.72  -18.09  0.111
H  1.49  -32.09  -23.58  0.131
C  4.82  -27.69  -19.34  -0.232
H  8.37  -31.93  -16.85  0.067
C  6.31  -27.42  -19.22  -0.391
H  4.46  -33.47  -17.59  0.078
O  5.51  -31.74  -17.43  -0.198
C  10.98  -31.19  -17.55  -0.037
H  9.12  -34.33  -21.89  0.093
C  4.54  -32.65  -16.89  -0.124
H  9.93  -35.44  -17.47  0.104
H  6.75  -27.12  -21.36  0.074
H  9.36  -30.85  -19.92  0.116
H  1.39  -33.21  -21.43  0.139
H  3.76  -34.71  -24.94  0.086
H  6.16  -25.70  -20.43  0.086
N  3.32  -32.65  -20.77  -0.007
C  10.26  -34.87  -19.57  -0.138
C  9.28  -33.43  -21.30  -0.028
H  5.73  -31.15  -16.70  0.082
C  3.49  -33.68  -24.70  -0.071
H  8.79  -33.62  -16.48  0.072
O  8.86  -31.42  -19.31  -0.043
C  2.11  -32.39  -21.60  -0.428
K  5.63  -30.99  -20.18  0.716
H  7.78  -28.63  -19.89  0.067
O  4.10  -26.52  -19.03  -0.182
H  7.45  -34.89  -20.15  0.089
H  7.18  -33.37  -19.37  0.048
C  6.79  -26.59  -20.41  -0.041
H  7.80  -26.21  -20.20  0.084
C  10.71  -35.02  -18.11  -0.173
H  3.11  -31.54  -23.30  0.134
H  11.48  -33.83  -16.54  0.123
C  1.43  -31.13  -21.06  -0.060
H  2.25  -25.67  -19.06  0.089
H  2.59  -26.78  -20.42  0.092
H  9.76  -35.81  -19.83  0.122
F  7.83  -28.37  -24.15  -0.263
H  10.25  -33.02  -21.59  0.096
H  6.49  -26.94  -18.26  0.142
H  10.32  -30.33  -17.52  0.073
H  2.96  -33.04  -19.90  0.071
C  10.27  -32.54  -17.75  -0.510
H  1.05  -31.28  -20.05  0.075
H  3.70  -33.51  -21.18  0.082
F  7.34  -30.39  -25.59  -0.249
N  9.71  -32.52  -19.10  -0.102
H  0.62  -30.78  -21.70  0.081
C  2.74  -26.61  -19.34  -0.113
C  11.26  -33.68  -17.60  -0.134
H  3.57  -32.16  -16.79  0.081
H  7.49  -28.88  -18.36  0.075
H  2.72  -33.40  -25.43  0.091
H  2.13  -30.29  -21.08  0.072
F  6.01  -31.36  -23.67  -0.293
H  2.24  -27.41  -18.78  0.087
H  4.58  -27.95  -20.38  0.127
H  11.74  -30.96  -18.29  0.089
C  9.19  -32.62  -16.64  -0.025
C  7.87  -34.22  -19.40  -0.018
H  8.52  -32.70  -21.59  0.070
H  11.46  -31.29  -16.57  0.085
As  6.94  -29.87  -23.99  0.745
H  9.60  -32.31  -15.68  0.081
O  2.88  -33.65  -23.41  -0.185
H  12.17  -33.43  -18.14  0.126
H  4.52  -28.49  -18.65  0.118
H  4.37  -33.04  -24.73  0.080
F  6.50  -29.36  -22.38  -0.315
H  11.14  -34.82  -20.21  0.123
H  4.81  -33.00  -15.89  0.085
N  7.00  -28.76  -19.24  -0.012

[4]
This record from OMol25 describes a molecular structure, C18H45F6N4O9S2Ti at a distorted geometry. The level of theory is wB97M-V/def2-TZVPD.

Relative energy (zero: lowest compared OMol25 entry of this formula, charge and spin) in kcal per mole: 19.33
Multiplicity: 4
E_tot in eV: -104867.5854
LUMO level (spin up / spin down) in eV: 0.04 / 0.01

Each line ends with the Löwdin spin population.
Geometry (Å):
C  -11.08  10.77  0.90  0.011
O  -8.61  10.56  0.58  0.000
H  -6.74  11.71  8.55  0.000
C  -12.14  15.47  3.02  0.024
F  -12.91  14.48  6.63  0.010
H  -7.61  11.46  -1.03  0.000
N  -10.76  11.77  1.92  0.028
C  -7.46  10.80  3.94  0.000
O  -11.35  9.39  6.61  0.007
C  -7.81  11.90  8.46  0.000
O  -11.08  9.74  4.23  0.015
O  -7.25  11.65  5.03  0.000
C  -13.53  8.78  5.13  0.016
C  -13.84  13.46  6.74  0.008
F  -14.56  13.37  5.59  0.021
F  -14.22  9.36  4.11  0.013
O  -8.79  15.09  4.66  0.003
H  -7.79  16.36  0.16  0.000
C  -12.43  11.04  0.21  0.028
H  -7.93  12.57  9.32  0.000
H  -9.96  15.75  6.06  0.000
C  -14.93  13.34  1.84  0.015
H  -11.07  15.40  2.86  0.003
H  -13.18  10.74  0.94  0.014
H  -12.68  10.46  -0.68  0.002
F  -13.17  7.56  4.67  0.004
H  -9.99  17.32  4.04  0.000
H  -7.08  15.33  1.98  0.000
H  -10.07  13.24  7.37  0.000
H  -8.27  16.18  6.37  0.000
H  -15.23  11.39  2.48  0.006
H  -8.46  11.05  8.63  0.000
O  -12.82  14.36  2.48  0.061
O  -13.65  10.87  7.72  0.008
H  -12.48  12.08  -0.12  0.002
C  -9.83  10.73  -0.14  0.001
H  -14.56  15.39  1.95  0.002
H  -16.75  12.90  0.71  0.000
H  -9.83  11.63  -0.75  0.000
C  -8.56  15.76  0.64  0.000
H  -7.09  13.27  6.98  0.000
H  -7.26  9.81  4.37  0.000
H  -9.94  9.85  -0.79  0.000
H  -6.70  10.55  0.27  0.000
H  -9.88  18.14  5.54  0.000
S  -12.78  11.80  6.96  0.019
H  -9.23  15.38  -0.13  0.000
H  -9.96  11.33  2.36  0.001
C  -9.37  17.39  4.94  0.000
H  -9.19  13.94  8.43  0.000
H  -9.03  12.49  5.44  0.002
H  -17.09  13.78  2.25  0.001
N  -12.56  11.56  5.44  0.069
H  -7.45  9.64  -0.87  0.000
H  -8.84  10.92  6.10  0.000
N  -9.15  13.65  7.47  0.001
H  -8.48  17.92  4.61  0.000
H  -12.49  16.40  2.58  0.001
H  -14.71  14.77  3.50  0.003
F  -14.31  8.66  6.27  0.001
C  -14.25  14.53  2.54  0.018
C  -7.58  10.60  -0.37  0.000
H  -8.58  14.39  3.04  0.000
H  -6.69  11.04  3.20  0.000
H  -8.47  10.68  3.55  0.000
F  -14.55  13.69  7.90  0.001
H  -7.17  14.21  0.61  0.000
H  -10.33  12.54  1.43  0.005
C  -16.37  13.62  1.44  0.003
C  -9.04  16.11  5.60  0.000
H  -15.37  12.40  3.62  0.007
O  -11.60  12.20  7.73  0.005
H  -11.10  9.77  1.36  0.002
N  -14.78  12.23  2.81  0.056
C  -8.03  12.75  7.19  0.000
H  -14.45  13.03  0.91  0.003
C  -7.76  14.74  1.36  0.000
C  -8.32  11.86  5.98  0.001
O  -8.59  13.90  2.22  0.002
H  -8.61  14.33  5.21  0.000
H  -12.28  15.47  4.10  0.008
S  -11.93  9.91  5.39  0.029
H  -9.19  16.32  1.34  0.000
Ti  -12.53  12.23  3.36  2.457
H  -16.34  14.58  0.93  0.000